No. 1
Below is a structure of composition C42H47Cl2F3HgN3P, with properties calculated with ωB97M-V/def2-TZVPD.

XYZ file:
```
99
Properties=species:S:1:pos:R:3:forces:R:3:lowdin_charge:R:1
Hg -0.561824 0.608422 0.652237 0.158 -0.234 0.626 0.844
Cl -2.235700 2.275411 1.828316 -0.074 0.045 -0.066 -0.192
C -2.463181 4.177455 -0.594108 0.003 0.244 -0.336 -0.538
Cl -1.115677 3.580096 -1.438294 0.004 0.006 -0.022 0.596
H -2.322987 5.093411 -0.047562 -0.012 -0.064 0.118 -0.011
H -3.425741 3.808184 -0.900598 -0.021 -0.067 0.127 -0.013
C -4.424866 -0.516499 2.409214 0.009 0.019 0.001 -0.147
C -3.244252 -0.971612 3.267261 0.001 0.010 -0.030 -0.558
C -3.695302 -1.976464 4.321718 -0.021 -0.030 0.043 -0.129
P -1.816457 -1.410633 2.158798 0.051 0.073 -0.030 1.024
C -0.713610 -2.595748 3.072597 -0.015 -0.049 -0.034 -0.543
C -1.193631 -4.024330 3.322479 0.003 -0.023 -0.017 -0.129
C 0.614379 -2.637572 2.309230 0.017 -0.005 -0.003 -0.150
C -2.497344 -2.318324 0.748220 0.000 0.039 -0.041 -0.306
C -3.314554 -3.439340 0.916469 -0.007 -0.025 0.070 -0.087
C -3.879244 -4.150854 -0.126059 0.033 0.044 -0.022 -0.302
C -4.766629 -5.342696 0.108567 -0.028 -0.044 0.011 -0.072
C -3.590582 -3.688580 -1.411104 -0.010 -0.001 -0.017 -0.059
C -2.808917 -2.578164 -1.630823 -0.029 -0.022 -0.009 -0.027
C -2.235418 -1.826804 -0.566599 -0.014 0.032 0.042 -0.308
N -1.501878 -0.709339 -0.827185 -0.034 -0.036 -0.190 -0.100
C -1.201388 -0.419601 -2.175752 -0.012 -0.045 0.048 -0.290
C -1.961324 0.520300 -2.879014 -0.019 -0.024 -0.020 -0.233
C -3.188463 1.109771 -2.243756 0.006 0.020 0.022 -0.068
C -1.597458 0.849082 -4.181266 -0.005 0.022 0.004 -0.025
C -0.518976 0.244658 -4.815389 0.002 -0.031 0.009 -0.293
C -0.145483 0.605751 -6.228878 0.016 0.018 -0.033 -0.061
C 0.197464 -0.718860 -4.114148 0.008 0.018 -0.002 -0.030
C -0.124375 -1.057164 -2.806561 0.007 0.004 -0.001 -0.229
C 0.666018 -2.091771 -2.058888 -0.009 -0.015 0.019 -0.039
H -5.160852 -0.010629 3.039822 -0.012 -0.012 -0.001 0.075
H -4.907496 -1.368766 1.926301 0.005 0.000 -0.012 0.068
H -4.106586 0.191096 1.642978 0.008 -0.002 0.001 0.023
H -2.860647 -0.080641 3.775920 -0.003 -0.017 0.014 0.079
H -4.107676 -2.881529 3.870714 -0.005 0.007 -0.008 0.059
H -4.487253 -1.531220 4.932060 0.003 0.008 -0.004 0.073
H -2.889008 -2.268719 4.995937 0.023 0.008 -0.015 0.062
H -0.541646 -2.092273 4.031848 0.000 -0.017 0.005 0.106
H -1.344415 -4.542971 2.373991 0.009 0.001 0.000 0.069
H -2.121053 -4.081412 3.889578 -0.014 0.018 -0.003 0.047
H -0.428094 -4.575453 3.877594 0.000 0.010 0.012 0.072
H 0.454958 -3.050247 1.307391 0.000 0.009 -0.008 0.070
H 1.326421 -3.289855 2.824233 0.001 -0.004 0.001 0.071
H 1.050348 -1.641832 2.213772 -0.010 0.010 -0.001 0.016
H -3.521362 -3.767141 1.929601 -0.001 -0.016 -0.008 0.087
H -4.704506 -5.675982 1.145873 0.002 0.009 0.004 0.067
H -4.484889 -6.187012 -0.525392 0.008 0.005 -0.005 0.069
H -5.817056 -5.119652 -0.100083 0.003 0.011 -0.006 0.071
H -3.999945 -4.210152 -2.272050 -0.005 -0.009 0.007 0.107
H -2.638180 -2.258992 -2.650817 0.024 0.023 0.004 0.108
H -4.011180 0.389599 -2.281538 -0.002 -0.004 0.009 0.086
H -3.498342 2.015099 -2.768205 -0.017 -0.010 -0.010 0.068
H -3.024971 1.343384 -1.190671 0.018 0.010 -0.012 0.036
H -2.178795 1.597702 -4.712449 0.006 0.003 -0.008 0.114
H -0.379451 1.649266 -6.446076 -0.008 0.001 0.005 0.071
H -0.685506 -0.007484 -6.955145 -0.004 -0.006 0.007 0.075
H 0.921110 0.455149 -6.404845 0.004 -0.004 0.006 0.067
H 1.049551 -1.199485 -4.587270 0.003 0.000 -0.006 0.115
H 1.614262 -2.296086 -2.558456 -0.002 -0.010 -0.007 0.074
H 0.105950 -3.028175 -1.980843 -0.006 0.005 0.005 0.082
H 0.861386 -1.763706 -1.035879 0.016 0.017 -0.010 0.056
N 1.237985 0.729395 1.829252 -0.135 0.080 -0.175 -0.033
C 2.068102 1.660842 1.972861 0.127 -0.085 0.031 -0.405
C 2.081027 3.000664 1.291544 -0.045 0.018 -0.005 -0.210
C 0.979731 3.845210 1.339793 0.022 -0.004 -0.007 -0.070
C 1.026359 5.079095 0.702201 -0.055 -0.007 0.019 -0.116
C 2.151061 5.465678 -0.008448 0.029 0.005 -0.005 -0.104
C 3.251170 4.617342 -0.069779 -0.002 0.008 -0.002 -0.092
C 3.220544 3.402374 0.594205 -0.003 0.000 0.022 -0.059
C 3.247175 1.429599 2.895630 0.007 0.008 -0.001 -0.176
C 3.810059 0.159609 2.987852 -0.043 -0.002 0.025 -0.044
C 4.867436 -0.086201 3.849057 0.009 -0.016 0.002 -0.095
C 5.370235 0.935159 4.645576 -0.002 0.013 0.014 -0.113
C 4.811345 2.202748 4.566823 0.009 0.001 0.000 -0.095
C 3.764846 2.449895 3.688741 0.017 0.001 -0.052 -0.038
H 0.083040 3.527361 1.860273 -0.008 0.000 -0.010 0.038
H 0.163891 5.733282 0.747477 0.003 0.006 0.006 0.095
H 2.173546 6.422505 -0.515857 -0.003 0.000 -0.004 0.094
H 4.133617 4.906653 -0.627965 0.000 0.005 -0.003 0.095
H 4.086119 2.748907 0.569842 0.002 0.006 -0.001 0.115
H 3.384514 -0.633212 2.384714 -0.001 -0.002 -0.001 0.094
H 5.300080 -1.078057 3.904051 -0.001 -0.002 -0.001 0.095
H 6.192339 0.743501 5.324114 0.004 -0.002 0.001 0.091
H 5.192737 3.003665 5.188648 0.002 -0.001 0.003 0.095
H 3.339172 3.443684 3.616506 0.004 0.004 0.009 0.115
F 6.022427 0.438868 -3.575723 0.050 -0.036 0.055 0.134
C 4.930920 1.017467 -4.099384 0.009 -0.009 -0.006 -0.586
F 4.610793 0.315704 -5.205101 -0.029 -0.044 -0.066 0.136
F 5.298642 2.241542 -4.520624 0.004 0.081 -0.013 0.137
C 3.783513 1.076361 -3.135657 -0.020 0.029 0.014 -0.120
C 2.653917 1.802448 -3.477227 0.000 -0.010 0.022 0.013
C 1.589795 1.803666 -2.590290 0.054 -0.034 -0.006 -0.130
N 1.608918 1.157432 -1.429009 -0.029 0.065 -0.084 0.092
C 2.701746 0.473471 -1.111312 -0.016 -0.003 0.025 -0.137
C 3.818232 0.394579 -1.931847 -0.027 0.014 -0.024 0.017
H 2.587845 2.339561 -4.413822 0.019 0.007 -0.005 0.125
H 0.676464 2.327058 -2.842049 -0.022 -0.006 0.010 0.060
H 2.679898 -0.028494 -0.150011 0.010 -0.008 -0.001 0.096
H 4.683074 -0.179458 -1.632098 0.008 -0.003 -0.006 0.118
```
Positions in Å, forces in eV/Å.

## Properties
Multiplicity = 2
⟨S²⟩ = 0.75
E_HOMO (spin up / spin down) = -4.3 / -4.3 eV
Gap between HOMO and LUMO (spin up / spin down) = 6.826 / 6.821 eV
Total charge = -1


No. 2
Below is a structure of composition C42H47N9P3Pd at a distorted geometry, with properties calculated with ωB97M-V/def2-TZVPD.

XYZ file:
```
102
Properties=species:S:1:pos:R:3:forces:R:3:lowdin_charge:R:1
Pd -0.429264 -0.248795 0.297451 -0.804 0.764 -0.394 0.095
C -4.063999 2.268733 -0.422087 0.072 0.055 -0.041 -0.132
N -2.865686 1.434890 -0.302330 -0.063 -0.020 0.143 -0.511
P -1.911532 1.407772 1.118786 0.284 -0.437 -0.361 0.884
C -3.095589 1.028764 2.455814 -0.003 -0.055 0.040 -0.345
C -4.015670 1.939446 2.973619 -0.025 0.039 -0.036 -0.095
C -4.975001 1.530021 3.888032 0.030 -0.022 -0.016 -0.071
C -5.027475 0.202867 4.294083 0.010 0.009 -0.008 -0.078
C -4.114920 -0.712666 3.789352 -0.002 0.019 0.010 -0.082
C -3.153968 -0.299341 2.877978 0.033 0.018 0.021 -0.117
C -1.530242 3.172927 1.369046 0.112 0.008 0.066 -0.378
C -1.326066 4.012712 0.274328 0.014 0.031 0.000 -0.103
C -0.881690 5.316124 0.450127 -0.014 -0.041 -0.002 -0.077
C -0.631043 5.800344 1.726034 0.005 -0.005 0.031 -0.084
C -0.830983 4.975682 2.825282 0.006 0.000 -0.037 -0.081
C -1.272359 3.672508 2.647590 -0.031 -0.027 0.014 -0.145
P -2.710946 -0.067828 -1.140173 -0.098 -0.133 -0.280 0.960
C -1.997647 0.376782 -2.768872 -0.028 0.045 0.061 -0.385
C -1.221250 1.516598 -2.938182 0.050 0.069 0.054 -0.102
C -0.546710 1.749535 -4.131240 -0.001 -0.016 -0.002 -0.091
C -0.631239 0.833903 -5.169638 -0.035 -0.010 0.031 -0.096
C -1.391384 -0.319219 -5.005040 0.023 0.051 0.022 -0.085
C -2.063251 -0.544974 -3.813992 -0.019 -0.076 -0.016 -0.115
C -4.458253 -0.414306 -1.587948 -0.030 -0.044 0.070 -0.379
C -5.162063 -1.222879 -0.695955 -0.020 -0.003 0.026 -0.110
C -6.504479 -1.512444 -0.900672 0.017 0.019 -0.017 -0.081
C -7.156078 -1.006546 -2.015525 0.021 0.021 -0.019 -0.080
C -6.465161 -0.205754 -2.917260 -0.008 -0.033 0.053 -0.074
C -5.128109 0.091299 -2.701338 0.057 0.033 -0.051 -0.100
H -3.930128 3.187751 0.147462 0.023 0.012 0.013 0.070
H -4.956321 1.757305 -0.054774 -0.017 0.005 0.010 0.083
H -4.228808 2.546975 -1.463915 0.015 -0.033 -0.011 0.084
H -3.986727 2.976956 2.662847 0.010 0.002 0.001 0.104
H -5.683720 2.246789 4.281553 -0.004 0.001 0.002 0.107
H -5.777283 -0.114758 5.006850 0.000 -0.003 0.001 0.106
H -4.148371 -1.746095 4.109649 -0.003 -0.001 0.001 0.104
H -2.433647 -1.008697 2.482043 -0.001 0.016 -0.019 0.076
H -1.530127 3.649236 -0.724209 -0.012 0.004 0.008 0.081
H -0.739873 5.955789 -0.411325 -0.002 0.001 -0.005 0.106
H -0.291957 6.818521 1.865378 -0.001 0.002 -0.004 0.105
H -0.648862 5.348884 3.824903 0.000 0.002 0.002 0.106
H -1.420819 3.039502 3.513671 -0.007 -0.008 -0.011 0.096
H -1.132716 2.222813 -2.121072 -0.018 -0.039 -0.054 0.069
H 0.043387 2.649943 -4.248031 0.000 0.009 -0.005 0.103
H -0.115280 1.018298 -6.102753 0.011 -0.006 -0.006 0.102
H -1.463392 -1.041043 -5.808418 -0.004 -0.002 -0.007 0.104
H -2.646714 -1.452670 -3.699233 -0.022 0.016 0.017 0.108
H -4.652262 -1.624004 0.174026 0.009 -0.002 -0.004 0.091
H -7.037665 -2.136958 -0.195763 0.002 -0.003 0.003 0.104
H -8.200038 -1.235769 -2.184997 -0.002 0.000 0.001 0.105
H -6.972485 0.192128 -3.786469 0.003 0.003 -0.008 0.106
H -4.603006 0.724528 -3.407201 0.012 -0.021 0.006 0.106
C -0.061953 -3.155605 -0.080030 0.010 0.042 -0.035 -0.025
C 0.773700 -2.566090 -1.161659 -0.126 -0.009 -0.017 -0.379
N 0.711280 -1.315902 -1.546034 -0.090 0.021 0.194 0.062
C 1.586493 -1.186375 -2.611671 -0.062 0.171 0.106 -0.103
C 2.197305 -2.371837 -2.848946 -0.063 0.006 0.103 -0.039
N 1.658941 -3.259932 -1.926483 0.032 -0.165 -0.186 -0.020
C 2.291083 -4.465977 -1.475080 0.116 -0.061 -0.053 -0.052
N 3.424031 -4.123016 -0.630801 0.021 0.056 0.309 -0.026
N 3.181375 -3.539456 0.557063 0.042 -0.073 -0.172 0.084
N 4.261350 -3.010204 1.008516 0.087 -0.344 -0.334 0.063
C 5.265951 -3.223329 0.082992 0.141 0.172 0.293 -0.217
C 6.614499 -2.839175 0.094888 -0.013 -0.020 -0.004 -0.008
C 7.362778 -3.171663 -1.004971 -0.085 -0.075 -0.095 -0.062
C 6.797597 -3.878529 -2.096703 0.075 0.044 0.051 -0.056
C 5.482232 -4.271490 -2.114593 0.036 0.053 0.113 -0.002
C 4.727610 -3.921430 -0.987163 -0.098 -0.145 -0.189 -0.166
H -0.704440 -2.334779 0.276060 -0.097 -0.292 0.152 0.020
H 0.531706 -3.548088 0.745191 -0.003 0.021 -0.005 0.068
H -0.716171 -3.942597 -0.460384 0.035 -0.017 -0.023 0.095
H 1.687956 -0.253619 -3.142996 -0.015 -0.022 0.025 0.109
H 2.926518 -2.677989 -3.578649 0.008 -0.003 -0.014 0.120
H 2.658705 -5.055741 -2.312124 -0.008 0.034 -0.004 0.144
H 1.583359 -5.060849 -0.904556 0.030 0.007 0.031 0.140
H 7.043391 -2.317801 0.939890 -0.009 0.007 0.002 0.115
H 8.408351 -2.900465 -1.044374 0.007 -0.004 -0.013 0.111
H 7.428607 -4.121752 -2.940886 0.014 0.008 0.008 0.113
H 5.069574 -4.822692 -2.948100 -0.019 0.002 0.002 0.114
C 4.191336 0.061867 2.812107 -0.218 -0.094 -0.135 -0.119
N 3.126733 -0.579069 1.922175 -0.193 0.265 0.213 -0.080
C 3.274606 -0.003440 0.512184 0.006 -0.119 0.186 -0.130
N 3.197080 1.417086 0.525329 -0.073 0.074 0.057 -0.133
C 4.230255 1.961025 1.398190 0.023 0.011 -0.030 -0.167
N 4.120737 1.482714 2.773241 -0.095 0.030 0.072 -0.147
C 2.890621 1.988315 3.411015 0.074 -0.075 0.023 -0.317
P 1.305310 1.434288 2.600532 -0.076 0.302 -0.073 1.028
C 1.737020 -0.351668 2.451179 0.309 -0.216 -0.083 -0.297
C 1.841963 1.894203 0.870098 0.314 -0.106 -0.015 -0.320
H 5.146300 -0.300893 2.430765 0.037 0.047 -0.010 0.135
H 4.027987 -0.317885 3.819894 0.027 0.017 0.026 0.142
H 3.339828 -1.583430 1.870550 0.076 0.014 -0.062 0.098
H 2.478143 -0.448523 -0.082694 0.003 0.044 -0.052 0.103
H 4.252952 -0.341139 0.165653 -0.004 0.038 -0.059 0.133
H 4.160654 3.047359 1.400597 0.005 0.010 -0.016 0.135
H 5.207237 1.672303 1.004316 0.014 -0.005 0.000 0.134
H 2.916185 3.079325 3.387537 0.012 0.013 0.014 0.090
H 2.889747 1.699419 4.464131 0.011 -0.029 0.004 0.088
H 1.004026 -0.772854 1.727722 0.272 -0.053 0.242 0.027
H 1.646110 -0.877295 3.402358 0.011 0.022 0.027 0.101
H 1.797743 2.978829 0.755854 0.033 0.023 0.010 0.094
H 1.144475 1.444264 0.151374 -0.072 0.158 0.124 0.037
```
Positions in Å, forces in eV/Å.

## Properties
E_HOMO = -8.4 eV
Gap between HOMO and LUMO = 5.962 eV
Total charge = +1


For the records above, the corresponding E values read -3507.74449, -3273.22402 a.u..
For the records above, the corresponding ΔE to the lowest compared entry with this formula, charge and spin values read 0.0, 0.0 kJ/mol.